1.
Here is C44H42CuN5O2P2STe as an isolated structure from the Open Molecules 2025 dataset. Energies are from wB97M-V/def2-TZVPD.

XYZ file:
```
98
Properties=species:S:1:pos:R:3:forces:R:3
H -0.294 0.753 3.658 0.0 0.0 0.0
H 2.277 -2.641 1.274 -0.1 -0.1 0.0
H 5.693 2.150 -1.961 0.0 0.0 0.0
H 1.033 -0.675 -6.073 0.0 0.0 0.0
S -3.775 -1.399 -0.477 -0.1 0.0 0.0
C 4.225 -0.949 -0.936 0.1 0.0 0.1
N -2.381 -7.080 0.649 0.0 0.0 0.0
C 0.765 5.153 1.226 0.0 0.0 0.0
H 2.908 0.030 2.017 0.0 0.0 0.0
C 0.370 6.906 -0.870 0.0 0.0 0.0
H 3.275 1.163 -2.921 0.0 0.0 0.0
H -4.046 -1.142 4.446 0.0 0.0 0.0
C 5.655 -1.591 0.893 0.0 0.0 0.0
N 5.167 4.578 -4.229 0.0 0.0 0.0
C -0.526 2.669 -4.225 0.0 0.0 0.0
C 0.724 7.399 0.376 0.0 0.0 0.0
H 0.900 4.471 2.058 0.0 0.0 0.0
C -1.226 0.282 3.363 -0.2 0.0 0.0
H 6.560 -2.063 1.257 0.0 0.0 0.0
H 1.139 -4.408 2.606 0.0 0.0 0.0
H 0.838 8.465 0.531 0.0 0.0 0.0
H -0.160 -2.396 2.080 0.0 0.0 0.0
C 0.449 -0.678 -2.737 -0.1 0.0 0.1
H -4.092 -5.591 2.026 0.0 0.0 0.0
H 3.097 5.560 -1.763 0.0 0.0 0.0
H -2.315 1.979 -5.195 0.0 0.0 0.0
C -0.551 2.635 -1.813 -0.1 0.0 0.0
C 3.334 -0.354 -0.052 0.1 0.0 0.0
C -2.544 -0.531 1.629 0.1 -0.1 -0.1
C 4.276 5.285 -3.535 0.0 0.0 0.0
C 1.913 2.191 -0.445 -0.4 0.1 0.6
C 1.557 0.036 -2.304 0.2 0.0 0.0
N -1.377 0.042 2.070 0.2 -0.2 0.0
C 0.917 6.514 1.429 0.0 0.0 0.0
H -1.455 -5.603 -1.348 0.0 0.0 0.0
C -1.844 2.122 -1.847 0.0 0.0 -0.1
C -3.648 -5.079 1.180 0.0 0.0 0.0
C -2.519 -3.778 -0.988 0.0 0.1 0.0
P 1.777 0.461 -0.533 -0.1 -0.4 -0.4
H 2.004 -2.456 -1.143 -0.1 0.0 0.0
C -1.827 2.172 -4.247 0.0 0.0 0.0
P 0.221 2.817 -0.158 0.2 0.0 0.0
C 2.456 0.531 -3.251 0.0 0.0 0.1
C 0.227 5.538 -1.070 0.0 0.0 0.0
H -0.003 2.859 -5.154 0.0 0.0 0.0
H 1.140 3.226 -2.987 0.0 0.0 0.0
H 4.955 -1.042 2.852 0.0 0.0 0.0
C -3.427 -3.110 -0.175 0.0 -0.1 0.0
H -2.090 -3.254 -1.834 0.0 0.0 0.0
H 2.991 0.644 -5.321 0.0 0.0 0.0
C 0.438 4.637 -0.030 -0.1 0.0 0.0
H -2.089 0.157 5.340 0.0 0.0 0.0
N -3.474 -1.003 2.493 0.0 0.1 0.0
H 6.066 -2.020 -1.167 0.0 0.0 0.0
H -2.499 -7.351 1.612 0.0 0.0 0.0
Te 3.589 3.122 0.224 0.3 0.1 -0.1
H 1.182 6.885 2.412 0.0 0.0 0.0
C -2.168 -5.086 -0.714 0.0 0.0 0.0
H 2.597 -4.075 -0.779 0.0 0.0 0.0
C 0.255 -0.929 -4.091 0.0 0.0 0.0
C 4.339 3.799 -1.655 0.0 0.0 -0.2
C 1.182 -0.479 -5.018 0.0 0.0 0.0
C -2.719 -5.747 0.384 0.0 0.0 0.0
C 1.435 -3.184 0.825 0.0 0.0 0.0
H -0.630 -1.461 -4.417 0.0 0.0 0.0
H -3.474 1.453 -3.063 0.0 0.0 0.0
H -1.474 -7.350 0.301 0.0 0.0 0.0
C 0.109 2.888 -3.016 0.1 0.0 0.0
C -4.001 -3.768 0.902 0.1 0.0 0.0
H 4.019 -0.952 -1.997 0.0 0.0 0.0
O -3.536 -1.182 -1.882 0.0 0.0 0.0
O -5.095 -1.128 0.035 0.0 0.0 -0.1
H -2.340 1.854 -0.921 0.0 0.0 0.0
H 2.225 -5.133 1.410 0.0 0.0 0.0
H 0.890 -3.821 -1.171 0.0 0.0 0.0
C -2.196 -0.056 4.287 0.0 0.0 0.0
C 1.752 -3.393 -0.650 -0.1 -0.1 -0.1
N -2.605 -0.625 0.301 0.2 0.0 0.1
H 0.201 7.587 -1.696 0.0 0.0 0.0
C 0.166 -2.386 1.034 0.2 0.0 0.1
C -3.287 -0.749 3.772 0.0 0.0 0.0
H -4.708 -3.236 1.522 0.0 0.0 0.0
C 1.317 -4.537 1.537 0.0 -0.1 0.0
C 3.609 -0.410 1.315 0.0 0.1 0.0
H 6.373 2.913 -4.212 0.0 0.0 0.0
H 0.475 -5.105 1.128 0.0 0.0 0.0
H -0.299 -1.009 -2.022 0.0 0.0 0.0
Cu 0.091 -0.403 0.715 -0.4 0.5 -0.1
C 5.382 -1.561 -0.464 0.0 0.0 0.0
C 3.837 4.945 -2.263 0.0 0.0 0.0
H -0.662 -2.696 0.394 0.0 0.0 0.0
C 5.648 3.486 -3.640 0.0 0.0 0.0
C -2.484 1.889 -3.061 0.0 0.0 0.0
H -0.056 5.175 -2.048 0.0 0.0 0.0
C 2.285 0.257 -4.596 0.0 0.0 0.0
H 3.886 6.173 -4.023 0.0 0.0 0.0
C 5.272 3.059 -2.374 0.0 0.0 0.0
C 4.759 -1.017 1.787 0.0 0.0 0.0
```
Forces are in eV/Å.

Output
2S+1: 2
Charge: -1
HOMO energy (alpha / beta), eV: -4.2 / -4.2
Kohn-Sham gap (alpha / beta), eV: 6.352 / 5.777
LUMO (alpha / beta), Eh: 0.0788 / 0.0580
ΔE to the lowest compared entry with this formula, charge and spin, eV: 0.487
F_max, eV/A: 0.746

2.
Here is one molecule with the formula C6H5FN2S at a distorted geometry from the Open Molecules 2025 dataset. Energies are from wB97M-V/def2-TZVPD.

XYZ file:
```
15
Properties=species:S:1:pos:R:3:forces:R:3
N -0.079 1.158 -0.460 1.0 0.1 0.2
C 0.894 0.475 0.199 -0.2 0.9 -0.5
H 1.751 1.138 0.291 -0.1 -0.1 -0.1
H 2.240 -0.712 1.134 -0.1 0.0 -0.1
N -1.491 -0.604 -0.378 0.5 -1.6 0.9
H -0.843 -3.671 1.080 -0.1 -0.3 0.1
C -1.451 0.973 -0.697 0.2 -3.8 1.6
C -0.498 -2.693 0.858 -0.1 4.2 -1.6
H -3.269 1.732 -1.857 0.0 0.2 -0.1
C 0.740 -2.069 1.048 0.2 -0.5 0.3
F 1.693 -2.850 1.629 -0.3 0.2 -0.1
C -1.196 -1.610 0.202 -1.2 1.3 -1.0
H 0.233 2.059 -0.803 0.0 -0.1 0.2
C 1.216 -0.766 0.772 0.3 -0.5 0.3
S -2.049 1.375 -2.279 0.0 0.0 -0.2
```
Forces are in eV/Å.

Output
HOMO energy (alpha / beta), eV: -7.2 / -7.2
Kohn-Sham gap (alpha / beta), eV: 7.535 / 7.537
LUMO (alpha / beta), Eh: 0.0114 / 0.0114
ΔE to the lowest compared entry with this formula, charge and spin, eV: 2.851
F_max, eV/A: 4.525

3.
Here is a 3-piece molecular cluster, C43H77Cl2FNO5 overall at a distorted geometry from the Open Molecules 2025 dataset. Energies are from wB97M-V/def2-TZVPD.

XYZ file:
```
129
Properties=species:S:1:pos:R:3:forces:R:3
C 0.158 -3.346 -3.937 -0.3 0.1 -0.3
H -0.694 -1.368 -4.230 0.0 0.0 1.2
C 0.562 -4.256 4.870 0.1 -0.1 0.0
H -3.441 1.230 -1.654 0.7 -1.0 0.2
N -0.396 -0.495 -1.242 1.5 0.9 0.8
H -2.874 -6.427 8.577 -0.1 0.0 -0.1
H 0.219 -2.439 -1.663 -1.2 0.8 0.4
C -4.169 -1.754 -2.695 0.3 0.7 -0.6
C -2.863 0.257 -1.727 -0.9 0.4 -0.7
C -1.974 -4.380 5.103 -0.1 -0.1 0.0
H -1.753 5.685 4.821 0.0 0.0 0.0
H -2.090 -3.589 4.354 0.0 0.0 0.0
H 0.839 -4.021 1.484 0.0 1.0 -0.6
H -0.633 2.105 -5.672 -0.7 -1.0 0.2
C -2.069 -3.747 6.494 0.1 0.1 0.0
C -0.787 -2.138 -3.434 -0.8 -1.3 -2.3
H -0.531 5.973 3.606 0.0 0.0 0.0
H -1.449 3.288 -3.889 -0.3 -1.1 0.3
H 2.190 -0.701 0.313 -0.5 -0.1 -1.2
H -1.808 -2.586 -3.638 0.9 0.9 0.7
H -1.312 -2.962 6.589 0.0 0.0 0.0
H -2.829 2.233 -3.509 0.9 -0.4 -0.1
H -1.952 -4.147 8.596 0.1 0.0 -0.1
H -2.820 -5.059 4.954 0.0 0.0 0.0
H -0.472 1.858 0.208 -0.9 -0.3 -0.9
C 3.574 0.094 -1.054 -1.0 -1.8 -0.6
C 1.002 3.940 2.322 0.2 -0.2 0.0
H 6.853 1.053 -6.259 -1.1 -0.1 0.3
H 0.486 -3.444 4.143 0.0 0.0 0.1
H -2.768 -0.426 -3.925 0.0 -0.2 1.1
H 0.266 6.751 5.751 0.0 0.0 -0.1
H 0.709 -3.820 5.860 0.0 0.0 -0.1
C -0.850 3.890 4.072 0.0 -0.1 0.1
H -1.223 3.297 4.913 0.0 0.0 0.0
H 6.719 -1.283 -5.193 -0.9 0.8 -0.1
O 3.558 1.455 -0.757 0.3 -1.0 -0.6
H -1.643 0.550 -5.383 0.2 1.0 -0.2
H -2.281 2.845 -7.054 -0.8 -0.7 0.5
H 0.939 -2.979 -4.662 -0.6 -0.4 1.1
H -2.069 1.841 1.782 -0.2 -0.4 -1.1
H -3.140 3.246 -5.520 0.1 -1.0 -0.8
H -0.563 -5.973 5.524 0.0 0.0 0.0
C -0.762 5.362 4.484 0.1 0.1 -0.1
C 2.072 -0.677 -3.826 0.4 0.0 -1.5
C -0.756 1.540 -2.766 1.4 0.4 -1.8
H -4.337 2.595 -0.238 0.6 0.3 0.7
C -2.747 2.393 -6.144 1.2 0.2 0.8
C 0.258 5.670 5.580 -0.1 0.0 0.1
C 1.022 -3.076 0.896 0.9 -0.5 0.3
H 6.004 3.881 -0.981 -0.8 -0.7 0.3
H -3.999 -5.321 7.783 0.0 0.0 0.0
H 1.242 4.991 2.491 0.0 0.0 -0.1
C -0.293 -2.261 0.868 0.1 -2.3 0.3
H -2.993 -6.417 6.820 0.0 0.0 0.0
C -1.751 2.201 -3.799 0.2 0.5 -0.7
H 0.600 -3.935 -3.093 -0.1 0.6 -0.7
H -3.619 3.559 1.212 0.0 -0.8 -0.9
C 5.889 0.727 -5.810 -1.8 -1.4 1.2
C 4.547 2.221 -1.416 2.2 2.6 0.2
H 2.036 1.320 -2.954 -0.6 -1.0 0.4
H 1.402 -3.424 -0.107 -0.6 0.5 0.9
H -1.588 -0.786 0.425 1.4 0.6 0.2
O 4.508 -0.562 -1.398 0.1 1.1 0.4
C 4.619 -2.497 -3.940 0.0 0.1 -1.1
H -0.038 2.347 -2.423 -1.4 -0.7 0.5
C 4.584 -1.060 -4.557 0.7 1.6 -0.7
H 2.269 -1.663 -3.341 -0.3 1.0 -0.1
H 1.453 -4.842 4.631 0.0 0.1 0.0
H 0.088 -0.104 0.882 -0.6 -0.6 -0.9
O 0.159 0.802 -3.636 -0.5 -0.9 1.0
H 0.692 5.252 7.655 -0.1 0.0 0.0
C -3.011 -5.781 7.707 0.1 -0.1 0.1
H -0.440 -4.091 -4.541 0.4 0.9 0.8
H 4.264 4.321 -1.002 0.7 -0.8 0.4
H 1.882 -2.567 1.418 -1.0 -0.3 -0.5
H 1.920 3.441 1.996 0.0 0.1 0.0
C 2.205 -0.696 -0.820 0.2 0.8 0.8
O -4.554 0.460 -3.520 0.8 -0.1 0.6
H -1.033 5.259 7.272 0.0 -0.1 0.0
C -3.818 2.562 0.748 -0.6 -1.2 1.0
F -0.662 -2.101 2.248 0.4 0.6 -1.5
H -4.568 2.080 1.451 0.8 0.5 -0.7
C -1.453 1.742 -0.337 0.3 0.5 1.3
C 3.400 -0.178 -4.523 1.1 0.5 -0.5
H -3.008 0.576 0.952 0.8 0.5 -0.5
Cl -1.762 3.481 -0.897 0.7 -0.9 -0.3
H 0.285 2.212 3.366 0.0 0.0 0.1
C -3.441 -0.359 -3.038 -1.7 -1.2 -0.2
C 3.423 1.155 -5.169 3.0 -2.0 0.0
H 4.860 3.458 0.452 0.4 0.0 -1.0
H -0.749 -5.590 3.826 0.0 0.0 0.1
C -0.673 -1.790 -1.925 0.4 -2.5 -0.6
H 4.980 -2.538 -2.883 -0.6 0.2 -0.8
H 3.613 -2.971 -4.099 1.0 0.2 0.5
H -3.037 -3.240 6.576 0.0 0.0 0.0
H -0.019 3.886 6.800 0.0 0.0 0.0
H 2.549 1.843 -5.159 0.8 -0.7 0.0
H -0.937 -5.201 7.637 0.0 0.0 0.0
H -1.615 -2.193 -1.450 1.2 0.5 -0.3
H 1.115 1.072 -0.923 -1.1 -1.1 -0.5
H 0.277 3.878 1.507 0.0 0.1 0.0
H -5.041 -0.112 -4.137 0.2 0.5 0.1
C 5.832 -0.599 -5.207 -2.2 1.4 0.3
C 0.996 0.080 -1.456 2.9 0.7 -0.1
C -0.470 -0.842 0.249 -2.3 0.2 1.5
H 2.327 -1.753 -1.177 0.2 1.3 0.2
H 4.774 2.575 -6.272 -0.2 -1.1 0.5
C -0.047 4.973 6.901 0.1 0.0 0.0
H -3.244 -0.395 -0.888 0.7 0.8 -0.7
C -2.553 1.581 0.791 -0.9 0.8 1.2
C -1.919 -4.719 7.664 -0.1 0.1 0.0
H -3.696 -2.293 -1.836 -0.3 0.1 -1.0
H 1.218 3.303 4.369 -0.1 0.0 0.0
C -1.362 0.676 -1.559 -1.5 2.0 0.0
H -5.239 -1.526 -2.416 1.2 -0.1 -0.1
H 1.384 -0.903 -4.695 0.5 0.3 1.1
H -1.084 -2.979 0.493 0.8 1.0 0.1
O 5.023 2.015 -2.487 -1.1 -1.0 0.5
H 5.341 -3.121 -4.544 -0.8 0.7 0.6
H -4.200 -2.337 -3.650 0.1 0.0 1.1
C -1.597 1.660 -5.308 -0.8 1.6 0.7
C 4.692 1.563 -5.797 -0.2 -0.8 0.6
Cl -4.105 1.268 -6.564 0.6 0.6 -0.1
C 0.460 3.273 3.581 -0.1 0.0 -0.1
H 1.267 5.406 5.249 0.0 0.0 0.0
C 4.999 3.530 -0.656 -1.9 -0.2 0.1
C 1.356 0.408 -2.956 0.0 0.4 -0.3
H -1.605 3.797 3.282 0.0 0.0 0.0
C -0.678 -5.142 4.823 0.0 0.1 -0.1
```
Forces are in eV/Å.

Output
Charge: +1
HOMO energy, eV: -10.6
Kohn-Sham gap, eV: 8.489
LUMO, Eh: -0.0789
F_max, eV/A: 3.575

4.
Here is a 2-piece molecular cluster, C4H11N3O overall from the Open Molecules 2025 dataset. Energies are from wB97M-V/def2-TZVPD.

XYZ file:
```
19
Properties=species:S:1:pos:R:3:forces:R:3
N -2.801 0.079 -0.975 0.3 -0.1 0.1
H -1.103 1.227 -1.266 -0.1 0.0 0.0
C 1.017 0.235 0.014 0.0 0.4 0.5
C -1.549 0.250 -1.437 0.6 0.0 0.6
H 1.165 -0.238 3.357 0.0 0.0 -0.1
H -3.130 0.649 -0.213 0.1 0.0 -0.1
H -0.160 -1.366 0.141 0.0 0.1 0.1
H -3.241 -0.818 -1.118 0.0 0.1 0.0
H 2.241 0.968 1.550 0.0 0.0 -0.1
H 2.125 1.837 -0.592 0.0 -0.1 0.0
C 1.471 0.251 1.288 -0.1 0.0 -0.3
C 0.998 -0.676 2.371 0.0 -0.1 0.0
H 1.516 -1.644 2.364 0.0 0.1 0.0
N 1.382 1.236 -0.921 0.0 -0.1 0.0
H -0.340 -0.876 -2.013 -0.5 0.6 -0.6
N 0.075 -0.625 -0.511 -0.6 -0.1 -0.3
O -1.195 -0.454 -2.502 0.4 -0.8 0.0
H 1.604 0.849 -1.830 0.0 0.0 0.1
H -0.075 -0.884 2.295 0.0 0.0 0.0
```
Forces are in eV/Å.

Output
HOMO energy, eV: -6.9
Kohn-Sham gap, eV: 7.725
LUMO, Eh: 0.0288
ΔE to the lowest compared entry with this formula, charge and spin, eV: 2.864
F_max, eV/A: 0.990

5.
Here is an isolated ion of composition C3H3N2OS and charge +1 at a distorted geometry from the Open Molecules 2025 dataset. Energies are from wB97M-V/def2-TZVPD.

XYZ file:
```
10
Properties=species:S:1:pos:R:3:forces:R:3
H -0.345 0.173 0.954 0.3 0.6 0.7
C -2.247 -1.048 0.222 -2.6 -0.1 1.9
H 1.022 -0.821 0.349 0.5 1.2 -0.2
C 0.147 -0.214 0.088 0.0 -1.2 0.5
S -0.900 -1.615 -0.386 -0.6 -0.7 -0.8
H 0.116 0.480 -0.725 0.7 0.3 -0.5
N -3.269 -0.721 0.823 4.8 -2.9 1.0
N -4.837 1.084 0.144 -0.4 0.2 1.7
O -4.085 0.405 -1.055 0.3 -0.2 -0.7
C -4.042 0.146 0.280 -2.9 2.8 -3.7
```
Forces are in eV/Å.

Output
Charge: +1
HOMO energy (alpha / beta), eV: -14.3 / -14.3
Kohn-Sham gap (alpha / beta), eV: 7.295 / 7.288
LUMO (alpha / beta), Eh: -0.2561 / -0.2562
ΔE to the lowest compared entry with this formula, charge and spin, eV: 6.717
F_max, eV/A: 5.717

6.
Here is C8H16Cl2InN2S as an isolated structure at a distorted geometry from the Open Molecules 2025 dataset. Energies are from wB97M-V/def2-TZVPD.

XYZ file:
```
30
Properties=species:S:1:pos:R:3:forces:R:3
Cl -0.292 -2.068 2.319 0.2 -0.4 1.6
C 0.284 -0.541 -2.584 0.5 -0.4 0.3
H 2.603 1.841 -0.553 0.1 0.2 0.3
Cl -2.988 0.371 -0.577 -1.5 0.6 -0.3
H -0.685 -0.004 -2.581 0.3 -0.2 0.1
H -1.185 -2.094 -1.607 0.3 0.2 0.3
C 1.190 0.284 -0.454 -2.9 1.0 3.5
H -0.077 -2.897 -0.458 -0.3 0.3 0.4
N -0.952 0.024 4.602 -0.8 -0.1 0.1
H -1.422 -0.582 5.274 0.4 0.2 -0.2
C 1.717 1.490 -2.494 0.4 0.1 0.1
H -3.436 0.181 4.726 0.0 0.3 -0.1
C 2.248 1.001 -1.137 -0.4 1.1 -0.4
H 0.958 0.480 0.596 1.1 -0.4 0.2
H 1.586 -1.535 -1.178 0.0 -0.6 -0.7
C -0.538 -1.945 -0.731 1.5 1.2 -0.3
H -3.646 1.294 3.432 0.3 -0.1 0.1
H 2.242 -0.372 -3.373 0.2 -0.1 -0.2
C 1.361 0.264 -3.295 -0.4 -0.2 -0.3
C -1.741 0.692 3.741 0.6 0.9 0.1
S -1.133 1.470 2.336 -0.2 0.0 0.9
H 0.813 2.074 -2.318 0.0 0.1 0.1
H 2.430 2.138 -3.000 0.3 0.1 -0.3
H -0.081 -0.335 4.242 0.0 -0.1 -0.3
N -3.027 0.888 4.124 -0.2 -0.5 -0.1
H 3.093 0.315 -1.283 0.4 -0.1 -0.4
H 0.160 -1.543 -3.021 -0.1 0.4 -0.5
H 1.033 0.508 -4.304 0.0 0.1 -0.3
C 0.684 -0.881 -1.115 -0.4 -3.4 -2.9
In -1.200 -0.517 0.669 0.6 0.1 -0.7
```
Forces are in eV/Å.

Output
Charge: -1
HOMO energy, eV: -1.4
Kohn-Sham gap, eV: 3.765
LUMO, Eh: 0.0855
ΔE to the lowest compared entry with this formula, charge and spin, eV: 0.191
F_max, eV/A: 4.624